Record 1
{
  "formula": "C4H6FN",
  "method": "ωB97M-V/def2-TZVPD",
  "symbols": ["H", "H", "H", "C", "F", "H", "H", "C", "N", "C", "H", "C"],
  "xyz": [[2.864454, 0.453850, 2.356555], [-2.647933, -0.632910, 0.728349], [-1.682904, -1.399740, -0.872191], [-1.753315, -0.744112, 0.039573], [1.432771, -0.407712, -0.581955], [3.440993, -0.522043, 0.914723], [-0.845515, -0.940756, 0.701297], [1.585039, 0.179503, 0.680641], [-1.637750, 0.584008, -0.462970], [-1.568051, 1.689856, -0.809111], [0.709177, 0.751296, 0.882095], [2.709669, 0.047316, 1.371316]],
  "atomic_forces_ev_per_a": [[-0.1693, 0.1725, -0.0447], [0.7329, -1.3421, -1.1863], [-0.8173, 0.1275, 1.4157], [0.8303, 0.5922, 0.8294], [0.4375, 0.5066, 1.4656], [1.6371, -1.0817, -0.6109], [-1.1960, 0.0732, -0.9111], [0.6347, -0.4500, -1.0072], [0.3765, 0.2647, -0.0098], [0.0191, 0.2272, -0.1278], [-0.4042, 0.3290, 0.3776], [-2.0815, 0.5808, -0.1906]],
  "nbo_charge": [0.224, 0.240, 0.247, -0.448, -0.364, 0.214, 0.226, 0.230, -0.531, 0.267, 0.177, -0.482],
  "homo_lumo_gap_ev": 11.2,
  "mol_weight_g_mol": 87.10,
  "homo_ev": -10.3600,
  "lumo_energy_ev": 0.9,
  "largest_force_ev_per_a": 2.2,
  "charge": 0
}

***

Record 2
{
  "formula": "C23H60BrF3GaO8S",
  "method": "ωB97M-V/def2-TZVPD",
  "symbols": ["C", "C", "H", "H", "H", "H", "H", "O", "H", "C", "H", "F", "H", "H", "H", "H", "O", "H", "H", "C", "C", "H", "C", "H", "H", "C", "C", "H", "H", "H", "H", "O", "H", "H", "H", "F", "C", "C", "H", "C", "H", "H", "H", "C", "H", "H", "H", "H", "O", "C", "F", "H", "H", "C", "H", "H", "H", "C", "C", "H", "H", "H", "H", "O", "H", "H", "Br", "H", "H", "C", "H", "H", "H", "H", "H", "H", "H", "O", "H", "H", "O", "C", "H", "C", "S", "H", "H", "O", "H", "C", "H", "C", "Ga", "C", "H", "C", "H"],
  "xyz": [[7.379734, -2.715147, 4.491286], [1.312159, -3.694594, 4.314435], [-0.851489, 2.406914, 0.342371], [4.179381, -3.919634, 7.813933], [-2.895768, 1.229842, 0.097881], [-1.953080, -1.989774, -7.884828], [-2.161148, 8.954795, -1.293450], [-4.179866, -2.487595, -7.452817], [-6.545899, -2.095944, -8.672164], [1.105600, 0.070314, -0.075270], [-3.882113, 2.571324, 0.639868], [-0.778205, 3.638791, 2.837330], [-6.934345, -1.122992, -4.301647], [-1.037135, 0.787834, -7.554410], [-7.209657, 0.160071, -5.508882], [2.783416, -1.292697, 6.743188], [3.003589, -2.410643, 3.126011], [-6.169747, -3.814246, -8.737079], [3.643241, -2.691662, 3.793016], [-4.443523, -2.522213, -8.854761], [-5.899232, -2.836549, -9.143081], [-4.394749, -3.352751, -7.091271], [5.542202, -4.079428, 9.471302], [5.091193, -0.039771, 5.683159], [-2.038261, 2.640254, -2.762481], [-5.158865, 0.087708, -4.785668], [-1.421141, 0.458301, -8.519414], [2.021355, -4.002790, 5.087426], [8.611160, -3.474495, 6.094752], [7.272762, -2.829871, 3.413716], [6.340571, -4.728940, 9.827807], [-0.999841, -1.871210, -7.959025], [-3.342313, 9.702546, -4.022837], [1.326870, -3.117205, 2.236347], [-1.160508, -1.184166, -9.899497], [-2.007744, 1.230291, 3.808277], [-2.199919, 8.884722, -2.383273], [4.010061, -0.160372, 5.735469], [-6.322762, -1.316279, -5.922287], [4.958249, -4.596293, 8.173415], [-4.565783, 9.492609, -1.493397], [-6.094361, -2.842834, -10.216512], [-4.181121, -1.538374, -9.243447], [2.235006, -0.780539, 0.476382], [1.025468, -0.039686, -1.155448], [3.558527, 1.924609, 5.376251], [5.737751, -4.634604, 7.411295], [-1.229251, 1.238147, -9.258841], [6.115514, -2.786290, 9.288500], [-2.969767, 2.321831, 0.097454], [-3.827504, 2.126721, 3.026952], [6.195750, -2.980076, 6.020453], [-5.755078, 1.920338, -1.799688], [-0.774754, -0.853991, -8.926075], [4.770574, -4.030651, 10.247440], [4.528536, -5.592595, 8.287713], [-4.605495, 0.651618, -2.191367], [-4.899427, 1.675809, -2.431605], [-1.734576, 2.910687, 2.156608], [3.659709, -0.503351, 4.758364], [-1.594259, 4.003635, 0.288145], [2.056652, -1.833980, 0.256581], [-2.389374, 7.840081, -2.629286], [3.737709, -1.176927, 6.707377], [-4.605700, -0.527113, -4.077693], [3.197341, -0.492052, 0.048747], [-4.127167, 5.131005, -1.767693], [0.556755, -4.474396, 4.207151], [-1.224923, 9.170364, -2.784319], [-2.507658, 2.119808, 2.935287], [2.517749, -4.360063, 2.653020], [-3.085090, 10.829140, -2.679945], [-2.502167, 0.340360, -8.414203], [1.278141, 1.129167, 0.148270], [5.418661, -2.195421, 8.980532], [0.824721, -2.781153, 4.659086], [-3.793224, -3.266024, -9.329610], [6.132261, -3.090265, 5.065492], [2.294672, -0.682245, 1.560693], [-4.569164, 0.146714, -5.701488], [-0.142760, -0.328734, 0.484293], [-6.496529, -0.572797, -5.136210], [7.576529, -1.659344, 4.707405], [-3.291601, 9.781882, -2.937537], [-5.320100, 1.795117, -4.190740], [8.323492, -4.627662, 4.795401], [-0.083618, -0.215383, 1.438091], [-4.580783, 9.428145, -2.452316], [3.696501, 1.486723, 7.089375], [3.345282, 1.149558, 6.113016], [9.465491, -3.292254, 4.553495], [2.030780, -3.442491, 3.001137], [-3.328514, 2.835637, -1.845422], [8.516471, -3.576105, 5.010969], [0.305528, -0.739244, -9.012169], [-1.717602, 2.989882, 0.677925], [2.261795, 1.027740, 6.179016]],
  "atomic_forces_ev_per_a": [[0.0342, 0.0050, 0.2797], [0.0175, 0.0713, 0.0353], [0.0765, 0.0452, 0.1091], [-0.0283, -0.0342, -0.0039], [0.2025, 0.0007, 0.1530], [-0.1327, -0.0526, 0.2717], [0.0486, 0.0538, -0.0009], [0.1706, 0.1637, -0.2170], [0.0119, 0.0322, -0.0264], [0.0435, -0.0472, 0.3588], [0.0816, 0.1946, 0.0950], [0.9727, -1.1916, -0.2118], [-0.0772, 0.2790, 0.1512], [0.0218, 0.0103, -0.0069], [-0.0425, -0.0001, 0.0424], [-0.0237, -0.0034, -0.0310], [0.0111, -0.0483, 0.1435], [0.0230, -0.0331, -0.0598], [0.0903, 0.0341, -0.0410], [-0.1431, -0.2668, 0.0975], [-0.0375, 0.0754, 0.0660], [0.0258, 0.0058, 0.0884], [-0.2024, 0.2648, -0.0941], [0.0289, -0.1471, 0.1098], [-0.0037, 0.2245, -0.0479], [-0.4496, 0.0652, -0.3776], [0.0410, -0.0107, 0.0310], [0.0001, -0.0631, -0.0253], [0.0378, 0.0592, -0.0082], [-0.0732, 0.0218, -0.0027], [0.0514, 0.0599, 0.0163], [0.1327, -0.0177, -0.1732], [-0.0490, -0.0064, -0.0065], [0.0391, 0.0366, -0.0329], [0.0891, 0.0758, -0.0632], [-0.0389, 0.9187, 0.9844], [-0.0493, -0.0983, -0.0395], [-0.3580, 0.0252, -0.0553], [-0.0759, 0.0082, -0.0382], [0.0277, 0.0155, -0.0631], [0.0090, -0.1344, 0.0325], [0.0038, -0.0195, -0.0004], [0.0441, 0.0187, 0.0558], [-0.0512, 0.0761, -0.0850], [-0.1517, 0.0058, 0.0057], [-0.0316, -0.0044, -0.0159], [-0.0208, -0.1215, -0.0205], [-0.0192, -0.0012, -0.0053], [0.0969, -0.0772, 0.0360], [-0.2449, 0.0808, -0.7078], [-0.0826, -0.9236, -0.7726], [-0.0964, 0.0793, 0.0178], [-0.1721, -0.0844, -0.1751], [-0.2592, -0.0186, 0.1008], [0.0267, -0.1000, 0.0347], [0.0051, 0.0013, 0.0066], [-0.0115, -0.0595, -0.1429], [0.2929, 0.3565, 0.3216], [-0.3913, 0.5445, 0.3347], [0.0682, 0.0859, -0.0540], [-0.0116, 0.0898, 0.2152], [0.0234, 0.0036, -0.0637], [-0.0502, -0.0028, -0.0304], [0.2846, -0.0595, 0.1119], [0.1104, 0.1715, 0.0722], [0.0094, 0.0024, 0.0261], [0.0948, 0.1089, -0.0281], [0.0014, -0.0036, 0.0093], [0.0051, 0.0224, 0.0316], [0.4230, 0.1176, -0.3347], [-0.0976, -0.0315, -0.0589], [0.0754, 0.0194, -0.1309], [-0.0089, 0.0142, -0.0419], [0.0825, 0.0128, -0.1220], [0.0023, 0.0141, -0.0548], [-0.0505, -0.0057, -0.0443], [0.0189, 0.0800, -0.0975], [-0.0768, -0.0581, -0.1650], [0.0893, 0.0339, -0.0011], [0.1096, -0.0262, 0.0559], [-0.0259, -0.0667, -0.1883], [0.2429, -0.4532, -0.1594], [0.0505, 0.0157, -0.1142], [0.0101, 0.0012, 0.3096], [0.1501, -0.1151, 0.2024], [0.0107, 0.0046, -0.0490], [-0.0679, 0.0591, 0.0160], [-0.0357, 0.1229, -0.1723], [0.0440, 0.0200, -0.0194], [0.0403, -0.0245, 0.0964], [0.0042, 0.0094, 0.0139], [0.1439, -0.0345, 0.1931], [-0.0573, -0.6372, 0.1968], [-0.0456, -0.0704, 0.0090], [0.0147, -0.0471, 0.0055], [-1.0111, 0.2577, 0.0323], [-0.0106, 0.0242, -0.0944]],
  "lowdin_charge": [-0.316, -0.086, 0.103, 0.069, 0.051, 0.040, 0.072, -0.087, 0.075, -0.316, 0.044, 0.019, 0.062, 0.082, 0.050, 0.077, -0.103, 0.073, 0.065, -0.321, -0.088, 0.090, -0.319, 0.109, -0.065, -0.570, -0.085, 0.067, 0.073, 0.113, 0.109, -0.084, 0.108, 0.103, 0.102, 0.095, -0.096, -0.311, 0.037, -0.086, 0.077, 0.073, 0.108, -0.095, 0.114, 0.077, 0.063, 0.071, -0.087, -0.308, 0.126, 0.055, -0.005, -0.330, 0.108, 0.076, -0.003, -0.647, -0.203, 0.095, 0.096, 0.071, 0.050, -0.101, 0.066, 0.075, 0.020, 0.073, 0.068, -0.300, 0.112, 0.100, 0.064, 0.104, 0.072, 0.074, 0.112, -0.093, 0.056, 0.042, -0.084, -0.181, 0.108, -0.334, 0.726, 0.074, 0.075, -0.088, 0.073, -0.084, 0.072, -0.311, 0.014, -0.092, 0.107, -0.231, 0.075],
  "homo_lumo_gap_ev": 6.1,
  "mol_weight_g_mol": 703.41,
  "homo_ev": -4.2277,
  "lumo_energy_ev": 1.8,
  "largest_force_ev_per_a": 1.6,
  "charge": -1
}

***

Record 3
{
  "formula": "C5H9NO",
  "method": "ωB97M-V/def2-TZVPD",
  "symbols": ["H", "O", "C", "C", "H", "H", "H", "H", "H", "H", "H", "N", "C", "H", "C", "C"],
  "xyz": [[-0.899509, 0.598946, -1.580738], [-2.097061, 0.615602, 0.651243], [-1.217020, -0.375136, 0.163874], [-0.651569, 0.825020, 0.495768], [-0.932973, -1.220996, 0.775239], [-0.569556, 1.481930, -0.249024], [-1.094922, -1.329733, -1.936375], [1.555594, 1.047094, -0.230443], [0.348173, -0.055225, 2.366650], [1.035847, -1.879203, -0.574805], [1.601657, -0.434988, -1.512202], [1.442112, 0.040900, 0.341251], [0.416185, 0.563165, 1.419346], [0.972075, 1.343980, 1.838900], [0.761466, -0.676846, -0.716414], [-0.670499, -0.544510, -1.252269]],
  "atomic_forces_ev_per_a": [[0.6186, -3.2114, -0.8817], [0.1497, -0.5011, 0.4208], [-1.3104, -2.8256, -2.6272], [-2.1959, 0.7774, 5.5526], [-0.7331, -0.1266, 0.5281], [1.2073, 2.7845, -2.2022], [0.8946, 0.7284, 0.6376], [0.3530, -3.0511, 2.2836], [-0.7590, -0.1846, -1.7283], [-1.1597, 2.8056, -0.0546], [-2.0811, -0.9181, 0.5320], [-1.8293, 4.6814, -0.1840], [3.1697, -0.6796, 1.4391], [0.5291, 1.9481, 0.3477], [5.1922, -4.8408, -4.0878], [-2.0457, 2.6134, 0.0244]],
  "nbo_charge": [0.192, -0.464, 0.041, 0.004, 0.181, 0.185, 0.231, 0.325, 0.225, 0.195, 0.221, -0.551, -0.272, 0.197, -0.284, -0.426],
  "homo_lumo_gap_ev": 10.6,
  "mol_weight_g_mol": 99.13,
  "homo_ev": -9.6997,
  "lumo_energy_ev": 0.9,
  "smiles": "C1C[C@@H]2O[C@H]2CN1",
  "largest_force_ev_per_a": 8.2,
  "charge": 0
}

***

Record 4
{
  "formula": "C21H19N3O4S",
  "method": "ωB97M-V/def2-TZVPD",
  "symbols": ["H", "C", "S", "H", "C", "H", "H", "H", "C", "C", "C", "C", "C", "C", "C", "C", "H", "H", "C", "H", "H", "C", "C", "C", "H", "C", "O", "C", "H", "O", "N", "H", "C", "H", "H", "O", "H", "O", "C", "N", "N", "C", "H", "C", "H", "C", "H", "H"],
  "xyz": [[0.675151, -3.655479, -3.631194], [0.545630, -1.420758, 1.726979], [0.070196, 5.165246, 2.464509], [-0.442534, 2.432979, -1.279221], [1.142919, -4.203765, 0.222724], [-2.646354, -0.072681, 0.394041], [1.142988, 1.500480, -1.029580], [1.270710, -4.297043, 1.318056], [1.394627, -5.055599, -2.059831], [1.548056, -5.218082, -0.647374], [1.878192, 5.287325, 0.488567], [0.215460, -0.018865, 2.160491], [-0.306458, 0.910284, 1.226466], [0.432358, 0.399216, 3.475137], [0.802276, -3.857341, -2.554984], [0.071663, 1.418779, -1.261145], [2.257166, 3.834950, 3.597309], [-0.460453, -1.242339, -2.681985], [-0.263841, 2.626390, 2.963281], [3.014185, 5.341381, 3.081123], [-0.008490, 1.024728, -2.284750], [-0.553841, 2.244252, 1.621475], [-2.137365, 0.494570, -0.452160], [-0.608393, 0.470938, -0.256944], [0.753170, -0.287575, 4.278067], [2.657231, 4.376278, 2.725004], [0.406087, 6.344469, 3.188868], [0.187442, 1.686719, 3.880001], [1.999089, -6.133894, -0.276530], [-0.483612, 3.892905, 3.415976], [2.103549, -6.930503, -3.687247], [0.347299, 1.944496, 4.919652], [0.679147, -3.022788, -0.337037], [3.483803, 3.805691, 2.319143], [2.803926, 4.950224, 0.068996], [-0.841277, 5.532203, 1.396282], [-0.992837, 2.967270, 0.910442], [1.133817, -2.133932, 2.489898], [0.472504, -2.839291, -1.679263], [1.567333, 4.614623, 1.734947], [-0.052122, -1.551627, -1.806827], [0.320496, -1.799817, 0.338932], [-2.332264, -0.037660, -1.369926], [1.815361, -6.104359, -2.941234], [1.922876, 6.391950, 0.581259], [-0.130629, -0.914366, -0.601351], [1.104703, 5.043581, -0.216640], [-2.558444, 1.496332, -0.531906]],
  "atomic_forces_ev_per_a": [[0.1333, -0.5665, 0.4975], [0.1815, 1.0814, -0.5431], [1.2723, 1.7148, -3.0396], [0.8677, -1.1189, 0.1696], [0.9667, -1.0875, -0.0125], [0.5784, 0.7489, -1.0800], [-0.3302, 0.2270, -0.0667], [-0.1204, 0.1039, -0.9185], [-0.7027, 1.4330, 0.9941], [-0.2955, 0.4181, -0.4314], [-0.7352, 1.0875, 0.2484], [-0.6437, 0.6912, -0.8068], [0.3662, -0.2744, -0.3292], [0.0093, -0.9927, 0.5078], [0.4756, -0.4064, -1.3211], [-0.4887, 1.1306, -0.2018], [0.0949, 0.1122, -0.4149], [0.2258, 0.1851, 0.3652], [-0.3240, -1.7624, -1.9127], [0.2762, 0.0626, 0.1451], [-0.0515, 0.0880, 0.2601], [0.0684, -0.3512, 0.5563], [-0.4057, -0.8946, 1.0335], [-0.1503, 0.7949, -0.0124], [-0.0417, 0.0860, -0.9300], [-1.1389, 0.7790, 0.2202], [0.0896, -0.7997, 2.2645], [-0.0353, 0.5726, -0.0427], [-0.1519, 0.1272, -0.0258], [0.9294, 2.7686, -0.7824], [0.0968, -0.0119, 0.1027], [-0.0212, 0.2422, -0.0983], [0.0786, 0.2164, 2.5370], [-0.1238, -0.1231, -0.4141], [0.6317, -0.4481, 0.1445], [0.2726, -2.2656, 0.6281], [0.4141, -0.3774, 0.5716], [0.5131, -1.3232, 1.2328], [-0.2041, -0.1032, 0.3148], [-1.3400, -1.4015, 1.7116], [-0.4429, 0.4057, -1.9158], [-0.2490, 0.3654, 0.1186], [-0.4536, -0.0984, -0.4047], [-0.2664, 0.2002, -0.2815], [0.0468, -0.4220, 0.0498], [0.3291, -0.8658, 1.5482], [-0.3396, 0.0247, -0.3929], [0.1382, 0.0275, 0.1570]],
  "nbo_charge": [0.226, 0.617, 2.418, 0.219, -0.171, 0.229, 0.228, 0.255, -0.178, -0.175, -0.417, -0.181, 0.054, -0.134, -0.197, -0.597, 0.215, 0.414, 0.284, 0.199, 0.205, -0.228, -0.588, -0.144, 0.242, -0.421, -0.900, -0.268, 0.229, -0.643, -0.306, 0.234, -0.068, 0.215, 0.214, -0.914, 0.240, -0.569, 0.184, -0.655, -0.565, -0.269, 0.203, 0.276, 0.194, 0.351, 0.221, 0.222],
  "homo_lumo_gap_ev": 8.6,
  "mol_weight_g_mol": 409.47,
  "homo_ev": -8.7703,
  "lumo_energy_ev": -0.2,
  "smiles": "CN(C)S(=O)(=O)Oc1ccc2c(c1)C(C)(C)c1[nH]c3cc(C#N)ccc3c1C2=O",
  "largest_force_ev_per_a": 3.7,
  "charge": 0
}